[1]
This record from the OMol25 dataset describes a single CH4 molecule at a distorted geometry. The level of theory is wB97M-V/def2-TZVPD.

The gap between HOMO and LUMO comes out at 13.65 eV. Its HOMO energy is -12.35 eV. Its relative energy (zero: lowest compared OMol25 entry of this formula, charge and spin) is 21.1 kcal/mol. As for the electronic energy: -1100.901 eV.

Each line ends with the Mulliken charge.
Element x y z (Å)
C: -0.03746 0.02075 0.00251  -1.0950
H: 0.06337 -1.02348 -0.45350  0.2222
H: 0.49172 0.61966 -0.58413  0.3389
H: 0.72943 0.16993 0.68180  0.3032
H: -1.05978 0.10937 0.34080  0.2308

---

[2]
This record from the OMol25 dataset describes a molecular structure, CH44F3NaO25S at a distorted geometry. The level of theory is wB97M-V/def2-TZVPD.

The gap between HOMO and LUMO comes out at 7.45 eV. Its HOMO energy is -8.52 eV. As for the electronic energy: -76346.318 eV.

Each line ends with the Mulliken charge.
Element x y z (Å)
Na: -0.34665 0.34664 -0.00279  0.2908
C: 3.72951 -1.54628 -3.54545  0.4633
F: 2.69492 -1.56637 -2.60442  -0.3395
F: 3.67902 -0.43603 -4.35378  -0.2008
F: 4.82777 -1.45002 -2.74513  -0.2341
S: 3.76037 -3.09876 -4.66260  1.0840
O: 2.36387 -3.19473 -5.15631  -0.7379
O: 4.73569 -2.81205 -5.71671  -0.6283
O: 4.18802 -4.29624 -3.84361  -0.6583
O: 0.22736 -1.78904 -1.24116  -0.1695
H: 1.15421 -1.77115 -1.47965  0.2238
H: -0.21543 -2.11791 -2.02348  0.1408
O: -0.71063 5.13202 2.90948  -0.6278
H: 0.13654 5.56468 3.01595  0.3095
H: -0.53870 4.41446 2.29974  0.3200
O: 2.18488 0.88276 -1.65090  -0.5567
H: 1.94840 0.73801 -2.56706  0.1414
H: 3.13434 1.00354 -1.66431  0.2137
O: 1.22661 1.91774 0.67344  -0.7082
H: 1.71211 1.77416 -0.13892  0.4308
H: 1.85315 2.34921 1.25440  0.3764
O: -0.14005 -2.35731 -4.12730  -0.5242
H: 0.56539 -2.85584 -4.53967  0.3374
H: -0.76211 -2.19095 -4.83553  0.2550
O: 1.07269 4.79210 0.50536  -0.6076
H: 0.90485 3.85264 0.57930  0.4190
H: 2.01304 4.88084 0.66058  0.2976
O: -1.40836 2.91160 -0.49242  -0.3838
H: -1.74820 3.76804 -0.23313  0.2317
H: -2.17143 2.44294 -0.83051  0.2029
O: 3.83985 0.27410 2.27329  -0.6811
H: 3.33022 -0.41925 1.85404  0.3925
H: 4.47054 0.54520 1.60624  0.3134
O: -1.61154 -2.95706 3.50194  -0.5109
H: -2.12043 -3.24457 4.25996  0.2389
H: -1.68641 -3.67696 2.87556  0.2587
O: -0.67128 -0.73407 2.19697  0.4489
H: -1.05487 -1.58595 2.40527  0.0489
H: -0.85843 -0.19264 2.96383  -0.0561
O: -0.74521 0.20635 4.94830  -0.6320
H: -0.09218 0.87055 4.72779  0.3202
H: -1.56248 0.54166 4.57972  0.3582
O: -0.47059 3.40089 -4.02280  -0.6122
H: -0.92807 2.77992 -3.45593  0.3206
H: -0.83467 3.24375 -4.89399  0.2850
O: -0.95841 0.68379 -2.65813  -0.3372
H: -1.62722 0.27855 -3.21014  0.2236
H: -0.13568 0.52149 -3.11966  0.3227
O: -2.45495 -2.60219 -0.71308  -0.5164
H: -1.54874 -2.36540 -0.51578  0.3113
H: -2.38692 -3.24255 -1.42127  0.2676
O: 1.01035 0.59122 -4.41892  -0.5720
H: 1.01124 -0.33134 -4.67408  0.2669
H: 0.89982 1.06767 -5.24172  0.2387
O: -4.86863 -1.65612 -2.00220  -0.6080
H: -5.77157 -1.86724 -1.76480  0.2741
H: -4.42258 -1.53348 -1.16421  0.3212
O: 1.69947 -1.92839 4.08939  -0.8078
H: 0.78868 -1.86921 3.80095  0.3638
H: 1.92081 -1.04012 4.36909  0.4305
O: 2.16880 -1.74484 1.55500  -0.7089
H: 1.43667 -2.06975 1.03093  0.2284
H: 1.92382 -1.94352 2.45874  0.3701
O: -3.00704 1.28724 4.15279  -0.5938
H: -3.51541 0.87537 3.45410  0.4358
H: -3.66106 1.71629 4.70451  0.2580
O: -3.38651 0.64717 0.29440  -0.4390
H: -3.68057 0.19343 1.08426  0.2972
H: -3.95425 1.41542 0.23352  0.2545
O: -4.14964 -0.52095 2.56343  -0.6979
H: -5.06840 -0.35576 2.77517  0.2613
H: -3.82663 -1.04998 3.29284  0.2853
O: 1.80702 0.73457 4.05332  -0.5238
H: 2.21455 0.51425 3.21570  0.3187
H: 2.46736 1.25375 4.51228  0.2213

---

[3]
This record from the OMol25 dataset describes a molecular structure, CH48NiO27 at a distorted geometry. The level of theory is wB97M-V/def2-TZVPD.

The gap between HOMO and LUMO (spin up / spin down) comes out at 2.86 / 2.81 eV. Its HOMO energy (spin up / spin down) is -4.83 / -4.78 eV. Its spin multiplicity is 3. Its expectation value of S² is 2.00. As for the electronic energy: -98142.472 eV.

Each line ends with the Mulliken charge.
Element x y z (Å)
Ni: -0.41699 0.13107 0.00761  1.4628
C: -2.16269 -0.59208 -2.49028  0.5886
O: -1.80333 0.15936 -1.55478  -0.3138
O: -1.80152 -1.77095 -2.60091  -0.9737
O: -2.78789 -0.18464 -3.44253  -0.7113
O: 2.34179 0.17605 4.00688  -0.5769
H: 1.68079 0.52555 4.60450  0.2125
H: 3.12209 0.70374 4.17694  0.2597
O: -0.88852 -1.89789 0.49029  -0.1721
H: -1.29003 -2.04777 1.34619  0.0179
H: -1.45363 -2.36509 -0.12501  0.1828
O: -2.93793 -3.33016 -0.53037  -0.6334
H: -2.76033 -4.27070 -0.52229  0.2899
H: -2.72855 -3.05404 -1.42264  0.3332
O: 3.31988 -2.24608 3.30432  -0.6776
H: 2.62076 -2.86230 3.52280  0.4314
H: 2.91483 -1.38312 3.39070  0.3276
O: 2.79759 2.26848 1.35839  -0.5023
H: 2.71800 2.63515 0.47779  0.1722
H: 3.25799 2.94254 1.85830  0.2599
O: -0.04838 3.65279 2.56441  -0.5041
H: -0.21276 3.64095 3.50732  0.2152
H: 0.56393 4.37735 2.43663  0.2336
O: -0.22439 2.24576 0.19642  -0.1896
H: 0.04151 2.91092 -0.43847  0.0963
H: -0.14813 2.68059 1.04574  0.2098
O: 2.11636 -1.30933 -3.91786  -0.5177
H: 2.27057 -1.61937 -4.81023  0.2465
H: 2.96853 -0.98594 -3.62553  0.1989
O: -1.69939 0.61744 1.58294  -0.0280
H: -1.40645 0.98049 2.41876  0.0239
H: -2.65346 0.68949 1.61118  0.2494
O: 1.21376 0.14687 1.38486  0.3475
H: 1.66963 0.98072 1.27031  0.2579
H: 1.46906 -0.14811 2.25895  -0.0624
O: -1.22622 -1.69704 3.76180  -0.6112
H: -2.15545 -1.60738 3.55033  0.2677
H: -1.03034 -0.93694 4.30962  0.2055
O: 1.44750 1.74414 -5.16350  -0.5907
H: 2.18961 2.32546 -4.99746  0.2761
H: 0.88595 1.84637 -4.39510  0.4675
O: 0.50807 -3.94205 -1.35450  -0.6867
H: 0.83870 -4.11391 -2.23619  0.2491
H: -0.36306 -3.57036 -1.49308  0.3543
O: 2.75024 3.28392 -1.37047  -0.6284
H: 1.98901 3.70432 -1.77050  0.3039
H: 3.32225 4.00997 -1.12171  0.2772
O: -0.53449 -1.17437 -5.32540  -0.5453
H: -0.18050 -1.10830 -6.21227  0.2677
H: 0.16604 -0.84521 -4.76224  0.2355
O: -1.25853 1.36734 4.25231  -0.5508
H: -0.62368 1.88155 4.75108  0.2174
H: -2.07603 1.86001 4.32435  0.2738
O: 1.06033 -0.42136 -1.36276  0.3327
H: 1.97826 -0.44474 -1.09240  0.1400
H: 1.09186 -0.42103 -2.31944  -0.1413
O: 1.45071 -5.06652 0.98477  -0.6882
H: 1.47118 -4.47800 1.73940  0.4661
H: 1.24675 -4.49780 0.24235  0.3462
O: -4.65073 1.05524 1.54079  -0.6695
H: -5.22630 0.99359 2.30312  0.2625
H: -4.32956 1.95684 1.55485  0.3294
O: -0.24699 1.84290 -3.14006  -0.6578
H: -0.88667 1.21739 -2.79980  -0.0885
H: -0.74798 2.64646 -3.27982  0.2499
O: -4.19134 1.72741 -1.14761  -0.8165
H: -4.48878 1.33825 -0.32523  0.3619
H: -3.42381 1.21109 -1.39367  0.1575
O: 0.96409 -3.71422 3.27877  -0.6272
H: 0.66592 -4.51329 3.71329  0.2911
H: 0.22962 -3.10633 3.36400  0.2606
O: -2.50992 3.56541 -2.81477  -0.6087
H: -3.01329 3.08755 -2.15561  0.3207
H: -2.32906 4.41381 -2.41011  0.2714
O: 3.47291 -1.28998 -0.79301  -0.5069
H: 4.17727 -1.45326 -0.16576  0.2461
H: 3.92378 -1.07481 -1.60951  0.2310

---

[4]
This record from the OMol25 dataset describes 2 unconnected molecules or ions with the total composition CH4BBrO2 at a distorted geometry. The level of theory is wB97M-V/def2-TZVPD.

The gap between HOMO and LUMO comes out at 6.94 eV. Its HOMO energy is -7.03 eV. Its relative energy (zero: lowest compared OMol25 entry of this formula, charge and spin) is 107.9 kcal/mol. As for the electronic energy: -75913.462 eV.

Each line ends with the Mulliken charge.
Element x y z (Å)
B: -1.56355 1.29320 0.03613  0.5295
C: 1.16996 -1.29206 -0.11126  -0.7808
O: -0.38991 1.54843 0.07583  -0.4480
O: -2.76190 0.80406 0.25599  -0.4347
Br: 2.33352 0.23592 0.05239  0.0001
H: 1.71237 -1.99014 0.51879  0.1691
H: 1.07517 -1.71005 -1.13366  0.1930
H: 1.18967 1.21589 0.29602  0.4342
H: -2.76532 -0.10524 0.00976  0.3374

---

[5]
This record from the OMol25 dataset describes 2 unconnected molecules or ions with the total composition CH4BBrO2 at a distorted geometry. The level of theory is wB97M-V/def2-TZVPD.

The gap between HOMO and LUMO (spin up / spin down) comes out at 5.48 / 5.49 eV. Its HOMO energy (spin up / spin down) is -9.31 / -9.32 eV. Its relative energy (zero: lowest compared OMol25 entry of this formula, charge and spin) is 75.9 kcal/mol. As for the electronic energy: -75914.852 eV.

Each line ends with the Mulliken charge.
Element x y z (Å)
B: -0.48185 0.09305 0.07532  0.5633
C: 0.08461 -1.09881 0.79780  -0.3481
O: -0.22795 1.34640 0.58358  -0.4330
O: -1.22158 -0.01721 -1.08373  -0.5252
Br: 2.86375 0.11277 -0.94036  -0.3772
H: 0.65302 -0.88969 1.70280  0.3110
H: 0.02330 -2.23688 0.68341  0.2677
H: -0.40170 1.93842 -0.15475  0.2578
H: -1.29159 0.75194 -1.66408  0.2836

---

[6]
This record from the OMol25 dataset describes 2 unconnected molecules or ions with the total composition CH4BClS at a distorted geometry. The level of theory is wB97M-V/def2-TZVPD.

The gap between HOMO and LUMO comes out at 8.41 eV. Its HOMO energy is -9.04 eV. Its relative energy (zero: lowest compared OMol25 entry of this formula, charge and spin) is 30.7 kcal/mol. As for the electronic energy: -25134.639 eV.

Each line ends with the Mulliken charge.
Element x y z (Å)
B: 0.75168 -0.58888 1.57077  0.2659
C: -0.95693 0.79868 -1.42623  -0.3572
S: 0.39224 0.56024 -2.33313  -0.1381
Cl: 0.85953 -2.20142 0.80682  -0.1725
H: 0.84059 -0.68167 2.77638  -0.0168
H: 0.81889 0.30590 0.80471  -0.0657
H: -0.80075 1.09770 -0.41199  0.1955
H: -1.90525 0.70945 -1.78734  0.2889

---

[7]
This record from the OMol25 dataset describes a single CH4BClS molecule at a distorted geometry. The level of theory is wB97M-V/def2-TZVPD.

The gap between HOMO and LUMO (spin up / spin down) comes out at 7.50 / 7.46 eV. Its HOMO energy (spin up / spin down) is -7.33 / -10.73 eV. Its relative energy (zero: lowest compared OMol25 entry of this formula, charge and spin) is 7.1 kcal/mol. Its spin multiplicity is 3. Its expectation value of S² is 2.01. As for the electronic energy: -25132.034 eV.

Each line ends with the Mulliken charge.
Element x y z (Å)
B: -0.06048 -0.72338 -0.62602  0.3064
C: 0.70821 0.31832 0.40657  -1.0302
S: 1.08768 -1.45363 -1.64383  -0.0061
Cl: 2.71122 -1.55354 -0.36324  -0.1740
H: 1.23750 1.03457 -0.23387  0.3817
H: -0.93328 -1.19273 -0.13022  -0.0533
H: 1.06899 -0.05223 1.47359  0.3179
H: -0.16343 0.93663 0.73025  0.2577

---

[8]
This record from the OMol25 dataset describes a single CH4BNO2 molecule at a distorted geometry. The level of theory is wB97M-V/def2-TZVPD.

The gap between HOMO and LUMO comes out at 9.87 eV. Its HOMO energy is -10.31 eV. Its relative energy (zero: lowest compared OMol25 entry of this formula, charge and spin) is 10.3 kcal/mol. As for the electronic energy: -7360.957 eV.

Each line ends with the Mulliken charge.
Element x y z (Å)
B: -0.25338 -0.75694 -0.41157  0.3618
C: -0.88604 0.67974 -0.21834  -0.8893
N: 1.54428 -0.09089 0.98437  0.2053
O: 2.55675 -0.37238 1.56056  -0.2811
O: 1.02568 -0.96995 0.00832  -0.3047
H: -1.16989 0.92660 -1.19551  0.3130
H: -0.68519 -1.61235 -1.12072  -0.0547
H: -0.29320 1.47480 0.15252  0.3047
H: -1.83902 0.72138 0.24036  0.3448